Below is a cluster of 2 separate species, C5H7ClNO3 in total, with properties calculated with the ωB97M-V functional and the def2-TZVPD basis.

The value obtained for the HOMO energy is -3.70 eV. Its charge is -1. The gap between HOMO and LUMO comes out at 7.2 eV. The energy comes out at -25453.6358 eV. For the strongest force on any atom, the calculation gives 0.1002 hartree/bohr.

Geometry as XYZ:
```
17
C5H7ClNO3, DFT the ωB97M-V functional and the def2-TZVPD basis
C 1.5242 -0.3743 0.6626
C 2.2694 0.4817 -0.3201
C -1.5788 0.3766 1.4251
C -1.2126 0.3616 -0.0992
C -0.2704 -0.6500 -0.4520
N 0.1803 -0.6005 -1.8201
O 2.8108 -0.2434 -1.1667
O 1.6691 -1.0102 1.6787
O 2.2227 1.7076 -0.1612
Cl -0.8627 -2.2061 0.0734
H -1.3814 -0.5068 1.7947
H -0.9511 1.0343 1.9992
H -2.5793 0.7207 1.5343
H -0.8659 1.3781 -0.3133
H -2.2108 0.1480 -0.6562
H 1.1758 -0.8998 -1.8571
H 0.0607 0.2824 -2.3221
```

And the Löwdin charges, in e, turn out to be: number 1, C, carries -0.117; number 2, C, carries -0.762; number 3, C, carries -0.108; number 4, C, carries -0.315; number 5, C, carries -0.843; number 6, N, carries 0.007; number 7, O, carries -0.026; number 8, O, carries 0.055; number 9, O, carries -0.010; number 10, Cl, carries 0.648; number 11, H, carries -0.034; number 12, H, carries 0.071; number 13, H, carries 0.057; number 14, H, carries 0.111; number 15, H, carries 0.128; number 16, H, carries 0.056; number 17, H, carries 0.083